No. 1
Below is one molecule with the formula C21H23ClN4O3, with properties calculated with wB97M-V/def2-TZVPD.

Last column: Löwdin charge in e.
Element x y z (Å)
C1 4.6146 1.6179 -0.6001  -0.022
H1 5.3634 1.1313 0.0195  0.087
H2 4.7247 2.6932 -0.4931  0.075
H3 4.7840 1.3362 -1.6365  0.086
C2 3.2199 1.1685 -0.1604  -0.271
C3 2.9419 1.5847 1.2498  -0.242
N1 2.9915 2.8318 1.6483  0.103
O1 2.6931 2.8508 2.9661  -0.015
C4 2.4630 1.6027 3.3799  -0.119
C5 2.6028 0.7394 2.3370  0.002
H4 2.4850 -0.3221 2.3215  0.101
H5 2.2171 1.4663 4.4138  0.106
N2 2.1907 1.6677 -1.0667  -0.059
C6 1.4337 0.7665 -1.7339  -0.436
O2 1.5035 -0.4302 -1.5227  0.074
C7 0.4847 1.3409 -2.7779  -0.093
H6 -0.3215 1.8715 -2.2652  0.124
H7 1.0156 2.0485 -3.4158  0.121
C8 -0.1002 0.2167 -3.6309  -0.090
C9 -0.8175 -0.7794 -2.7992  -0.355
N3 -0.9654 -2.0377 -3.0419  0.105
N4 -1.7335 -2.5449 -2.0539  0.120
C10 -2.0215 -1.5699 -1.2599  -0.281
O3 -1.4772 -0.4037 -1.6788  0.144
C11 -2.8293 -1.6192 -0.0147  -0.334
C12 -1.8811 -1.4850 1.1481  -0.155
C13 -1.2643 -2.6164 1.6684  -0.008
C14 -0.4144 -2.5200 2.7543  -0.090
C15 -0.1741 -1.2781 3.3185  -0.671
C16 -0.7436 -0.1335 2.7868  -0.100
C17 -1.5917 -0.2436 1.6995  -0.012
H8 -2.0336 0.6480 1.2808  0.121
H9 -0.5318 0.8307 3.2221  0.104
Cl1 0.8490 -1.1602 4.7106  0.693
H10 0.0544 -3.4010 3.1641  0.106
H11 -1.4512 -3.5783 1.2171  0.125
C18 -4.0470 -0.6673 -0.0657  -0.095
H12 -4.0040 0.1225 -0.8133  0.114
H13 -4.2628 -0.2310 0.9076  0.115
C19 -4.9452 -1.8693 -0.3878  -0.139
H14 -5.8509 -1.9546 0.2081  0.103
H15 -5.2051 -1.9297 -1.4421  0.110
C20 -3.7996 -2.8193 -0.0098  -0.100
H16 -3.5609 -3.5991 -0.7269  0.105
H17 -3.9159 -3.2468 0.9834  0.118
H18 0.6858 -0.3160 -4.1663  0.133
H19 -0.7961 0.6344 -4.3646  0.127
C21 2.0871 3.0970 -1.2422  -0.043
H20 2.6048 3.4307 -2.1462  0.097
H21 1.0437 3.4046 -1.2994  0.092
H22 2.5354 3.5772 -0.3735  0.072
H23 3.1499 0.0765 -0.2158  0.144

Values from the calculation:
* SMILES: C[C@@H](c1ccon1)N(C)C(=O)CCc1nnc(C2(c3ccc(Cl)cc3)CCC2)o1
* energy: -46774.000 eV
* multiplicity: 1
* frontier orbital gap: 9.5 eV
* E_HOMO: -8.956 eV
* charge: 0
* energy above the lowest of the compared OMol25 structures with the same formula, charge and spin: 86.80 kcal per mole
* maximum force: 1.54 eV Å⁻¹

No. 2
Below is C21H23CoN4O3S as an isolated structure, with properties calculated with wB97M-V/def2-TZVPD.

Last column: Löwdin charge in e.
Element x y z (Å)
Co1 -0.6554 0.3817 -0.3406  0.549
C1 3.1884 0.8507 1.2641  0.015
C2 1.7497 0.5814 0.9750  -0.256
N1 1.2633 0.5135 -0.2313  -0.094
O1 2.1466 0.8202 -1.2760  -0.035
C3 0.8122 0.3563 2.0372  -0.277
C4 1.1648 0.2924 3.4883  -0.025
N2 -0.4362 0.1948 1.6166  -0.152
O2 -1.3688 -0.0153 2.4228  -0.072
H1 3.6953 1.2775 0.4059  0.082
H2 3.6821 -0.0878 1.5275  0.092
H3 3.2787 1.5149 2.1217  0.095
H4 2.2773 -0.0157 -1.7472  0.086
H5 2.1875 -0.0510 3.6392  0.074
H6 0.4830 -0.3944 3.9875  0.078
H7 1.0559 1.2629 3.9792  0.092
C5 -4.6609 -0.5666 0.3976  -0.017
C6 -5.2777 0.6691 0.3070  -0.023
C7 -4.5172 1.7848 -0.0036  0.017
C8 -3.1601 1.6294 -0.2269  -0.166
N3 -2.5783 0.4213 -0.1642  0.030
C9 -3.3015 -0.6471 0.1597  -0.080
C10 -2.2280 2.7397 -0.5228  -0.168
C11 -2.6053 4.0693 -0.6186  0.015
C12 -1.6406 5.0220 -0.8986  -0.027
C13 -0.3274 4.6231 -1.0795  -0.024
C14 -0.0221 3.2791 -0.9604  -0.070
N4 -0.9481 2.3613 -0.6822  0.066
H8 -5.2155 -1.4559 0.6585  0.118
H9 -6.3395 0.7687 0.4863  0.121
H10 -4.9767 2.7600 -0.0624  0.114
H11 -2.7601 -1.5788 0.2307  0.116
H12 -3.6345 4.3621 -0.4739  0.114
H13 -1.9142 6.0655 -0.9761  0.121
H14 0.4518 5.3355 -1.3081  0.117
H15 0.9859 2.9113 -1.0960  0.108
C15 -0.6250 -4.0332 -1.7924  -0.210
S1 0.0633 -2.4089 -2.0920  1.005
O3 -0.7528 -1.5055 -1.1948  -0.558
C16 1.6393 -2.6338 -1.2931  -0.421
C17 1.7176 -2.7571 0.0891  -0.073
C18 2.9601 -2.9343 0.6718  -0.059
C19 4.1054 -2.9743 -0.1188  -0.055
C20 4.0171 -2.8363 -1.4957  -0.057
C21 2.7743 -2.6616 -2.0930  -0.092
H16 -0.6600 -4.2112 -0.7188  0.067
H17 0.0027 -4.7702 -2.2915  0.072
H18 -1.6258 -4.0403 -2.2202  0.062
H19 0.8208 -2.6944 0.6949  0.121
H20 3.0400 -3.0459 1.7453  0.118
H21 5.0725 -3.1125 0.3462  0.115
H22 4.9096 -2.8633 -2.1057  0.115
H23 2.6867 -2.5531 -3.1678  0.115

Values from the calculation:
* energy: -82708.079 eV
* expectation value of S²: 0.759
* multiplicity: 2
* frontier orbital gap (spin up / spin down): 7.3 / 7.2 eV
* E_HOMO (spin up / spin down): -10.324 / -10.306 eV
* charge: +1
* energy above the lowest of the compared OMol25 structures with the same formula, charge and spin: 0.00 kcal per mole
* maximum force: 0.23 eV Å⁻¹